No. 1
Entry from the OMol25 dataset: an isolated ion of composition C7H12NO and charge +1 (ωB97M-V with the def2-TZVPD basis set).

## Properties
- HOMO-LUMO gap (eV) = 9.79
- lowest unoccupied orbital energy (eV) = -4.15

```
! RIJCOSX wB97M-V def2-TZVPD def2/J DEFGRID3
* xyz 1 1
C -0.38161 2.65304 0.34848
N -0.24101 1.52863 0.15735
C -0.00230 0.22703 -0.07746
C -1.16352 -0.48247 -0.76468
C -2.44536 -0.43965 0.06316
C 0.66448 -0.46853 1.10916
C 2.08436 -0.87677 0.63288
O 2.46918 0.11588 -0.29356
C 1.49426 0.24798 -1.20748
H -0.52246 3.68586 0.52751
H -1.33758 -0.02956 -1.74315
H -0.86811 -1.52117 -0.91953
H -2.83999 0.57055 0.13568
H -2.27885 -0.82346 1.06572
H -3.19884 -1.05909 -0.41431
H 0.09544 -1.34257 1.41640
H 0.74983 0.20988 1.95805
H 2.81413 -0.88178 1.44039
H 2.05507 -1.86192 0.15391
H 1.28922 -0.62844 -1.82516
H 1.56367 1.17658 -1.76333
*
```

Results of the Löwdin charge analysis, in e, for atoms 1 through 8: 0.35, 0.16, -0.36, -0.18, -0.07, -0.06, -0.14, -0.09

---

No. 2
Entry from the OMol25 dataset: C15H19ClIN3OPTl as an isolated structure (ωB97M-V with the def2-TZVPD basis set).

## Properties
- HOMO-LUMO gap (spin up / spin down) (eV) = 2.94 / 2.98
- lowest unoccupied orbital energy (spin up / spin down) (eV) = -10.45 / -10.42

```
! RIJCOSX wB97M-V def2-TZVPD def2/J DEFGRID3
* xyz 2 1
C 0.79505 6.00916 -1.72080
I -0.41946 4.20919 -1.90480
H 1.85141 5.76776 -1.56005
H 0.37302 6.57520 -0.88444
H 0.64072 6.54350 -2.66467
Tl 1.58724 2.14311 -0.98835
P 0.19432 0.64439 -3.72478
C -1.16986 0.88130 -4.93625
C 1.50065 1.55704 -4.66112
H 1.51217 -1.36849 -3.61276
H 0.84986 -1.12325 -5.27668
H -0.20474 -1.73978 -3.95807
C 0.63435 -1.07585 -4.20113
H 2.47419 1.36835 -4.19338
H 1.50678 1.19579 -5.69831
H -0.81478 0.63926 -5.94840
H -1.51175 1.92389 -4.90277
H 1.29138 2.63386 -4.64744
H -2.00255 0.21733 -4.66613
C -1.99265 1.54238 -2.04170
O -2.94582 1.82673 -1.47426
Cl 2.73607 -0.07693 -1.69815
N -0.29422 -6.03996 7.18667
C -0.30224 -5.16149 6.41494
C -0.32856 -4.08059 5.46363
C 0.38849 -4.19149 4.25979
C 0.37553 -3.14362 3.32777
C -0.36408 -1.98679 3.61144
C -1.08290 -1.86811 4.80845
C -1.06805 -2.92081 5.72996
N -0.34743 -0.89222 2.72290
C -0.92617 0.36468 2.90563
C -0.59099 1.12405 1.81777
N 0.20143 0.38308 0.96553
C 0.32044 -0.83437 1.51295
H 0.95875 -5.09699 4.05047
H 0.95160 -3.22423 2.40033
H -1.64232 -0.95981 5.03165
H -1.62806 -2.84102 6.65855
H -1.47986 0.61660 3.78431
H -0.88055 2.14012 1.60263
H 0.85357 -1.68098 1.10906
*
```

Results of the Löwdin charge analysis, in e, for atoms 1 through 8: -0.40, 0.94, 0.02, 0.03, 0.02, 0.56, 0.87, -0.25

---

No. 3
Entry from the OMol25 dataset: C3H3NO2 as an isolated structure (ωB97M-V with the def2-TZVPD basis set).

## Properties
- HOMO-LUMO gap (eV) = 8.57
- lowest unoccupied orbital energy (eV) = -0.02

```
! RIJCOSX wB97M-V def2-TZVPD def2/J DEFGRID3
* xyz 0 1
C -0.71660 -0.05383 -0.07783
C 0.23351 0.90790 -0.07831
C 1.37460 -0.74150 -0.04278
H -2.56039 0.56121 0.35210
H -0.08924 1.96887 -0.23804
H 2.05911 -1.66262 0.28857
N 1.57013 0.48938 -0.02085
O -1.93543 -0.30661 -0.04342
O 0.06430 -1.16280 -0.13943
*
```

Results of the Löwdin charge analysis, in e, for atoms 1 through 8: -0.50, -0.13, -0.25, 0.28, 0.12, 0.18, 0.10, 0.13

---

No. 4
Entry from the OMol25 dataset: C3H21O8S as an isolated structure (ωB97M-V with the def2-TZVPD basis set).

## Properties
- HOMO-LUMO gap (eV) = 8.54
- lowest unoccupied orbital energy (eV) = 2.96

```
! RIJCOSX wB97M-V def2-TZVPD def2/J DEFGRID3
* xyz -1 1
C -1.37816 -1.37821 0.50545
O -2.58113 -1.21279 1.26098
C -1.41133 -0.46982 -0.73369
C -2.80090 -0.09243 -1.26139
S -2.90736 1.09648 -2.65685
H -1.26333 -2.39899 0.12971
H -0.49110 -0.97322 0.99511
H -1.01871 0.52856 -0.49421
H -0.80658 -1.03444 -1.45171
H -3.31743 0.36148 -0.41273
H -3.27015 -1.05592 -1.55159
H -2.67246 2.22972 -1.94195
H 2.88545 0.74969 -0.01699
H 3.81929 -0.62921 1.60113
O 2.95093 -0.37619 1.26466
H 3.66741 1.22314 -1.09486
H 0.74875 -3.15974 -2.28752
O 2.72357 1.17668 -0.91474
H -2.74714 -1.99225 1.79084
H 0.58255 -3.53215 -0.78354
O 0.22381 -3.61245 -1.67032
H 0.11617 3.71377 1.76570
H -0.61209 3.17121 0.52373
O -0.50744 3.92751 1.06537
H 0.78404 1.60751 -0.75519
H 0.11781 1.44532 -2.15321
O 0.07148 1.90599 -1.32857
H 0.91950 -1.81412 1.15225
H 2.45877 -1.49699 1.11062
O 1.55238 -2.18557 0.55167
H 2.09268 1.16703 2.36489
H 0.60688 1.45111 2.52154
O 1.46386 1.65930 2.90541
*
```

Results of the Löwdin charge analysis, in e, for atoms 1 through 8: -0.25, -0.08, -0.25, -0.56, 0.66, 0.11, 0.09, 0.07

---

No. 5
Entry from the OMol25 dataset: C23H16ClCoN3O8S2 as an isolated structure (ωB97M-V with the def2-TZVPD basis set).

## Properties
- HOMO-LUMO gap (spin up / spin down) (eV) = 6.71 / 6.43
- lowest unoccupied orbital energy (spin up / spin down) (eV) = 4.16 / 4.15
- <S²> = 0.76

```
! RIJCOSX wB97M-V def2-TZVPD def2/J DEFGRID3
* xyz -2 2
Co 0.96350 0.30973 -0.50980
S 3.80775 2.85376 1.66257
C 2.63072 2.35800 2.82042
C 1.67060 1.55877 2.27986
C 1.84110 1.31261 0.87903
C 2.96571 1.96508 0.43335
C 3.30905 1.82673 -0.95909
C 4.38840 2.39596 -1.63683
C 4.53047 2.15364 -2.98935
C 3.60639 1.35135 -3.64715
C 2.56653 0.80914 -2.91025
N 2.42535 1.03990 -1.61087
H 2.72590 2.67872 3.84707
H 0.86088 1.13993 2.86296
H 5.09050 3.01819 -1.09707
H 5.35955 2.59132 -3.53381
H 3.68220 1.14706 -4.70574
H 1.81045 0.17354 -3.35194
O -2.53889 -0.20017 1.45248
C -1.72913 0.10428 0.57527
O -0.50312 -0.24695 0.58587
C -2.25524 0.97330 -0.57293
C -3.50408 1.50606 -0.39780
C -4.11639 2.29452 -1.38181
C -3.47949 2.53379 -2.58488
C -2.24219 1.97602 -2.79566
C -1.52393 1.21132 -1.79933
O -0.34536 0.83130 -2.00687
N -1.64518 2.22806 -4.09942
O -0.94182 1.37540 -4.60196
O -1.91250 3.29184 -4.65417
N -5.42506 2.84799 -1.16274
O -5.94692 3.50210 -2.06286
O -5.97888 2.64308 -0.09135
H -4.01434 1.28744 0.52913
H -3.94313 3.13490 -3.35104
Cl 1.90497 -1.99144 -0.93629
C 2.41754 -3.30378 2.29466
S 1.26175 -2.01993 2.80735
O 1.42066 -1.91383 4.29609
C -0.21356 -3.00919 2.53293
C -0.90763 -3.46521 3.63858
C -2.07160 -4.20171 3.45307
C -2.52781 -4.46262 2.16989
C -1.82371 -3.98601 1.06950
C -0.66391 -3.24812 1.24112
H 2.24594 -4.19088 2.90412
H 3.41485 -2.89896 2.46252
H 2.27464 -3.48121 1.22903
H -0.53036 -3.22191 4.62431
H -2.63027 -4.55519 4.31217
H -3.44624 -5.01961 2.02441
H -2.19475 -4.16604 0.06804
H -0.11988 -2.84204 0.39522
*
```

Results of the Löwdin charge analysis, in e, for atoms 1 through 8: 0.36, 0.93, -0.44, -0.19, -0.19, -0.53, -0.26, -0.04

---

No. 6
Entry from the OMol25 dataset: a 7-piece molecular cluster, C12H38N2O8 overall (ωB97M-V with the def2-TZVPD basis set).

## Properties
- HOMO-LUMO gap (eV) = 4.45
- lowest unoccupied orbital energy (eV) = -2.16

```
! RIJCOSX wB97M-V def2-TZVPD def2/J DEFGRID3
* xyz 0 1
N 0.00574 -1.00690 -6.63675
H 0.90301 -0.54495 -6.59657
H -0.55836 -0.70342 -5.85586
H 0.06657 -2.01418 -6.59447
H -0.41322 -0.80629 -7.53359
N 0.32230 -0.47617 -0.40137
O 0.99197 0.12570 0.43070
O -0.89492 -0.47755 -0.34677
O 0.79310 -0.73024 -1.46783
C 2.61228 6.13467 -2.22102
C 1.88608 4.96756 -1.66747
C 0.69667 4.50079 -2.53236
O 2.78614 3.81875 -1.41796
H 3.48784 6.38241 -1.62092
H 1.87203 6.93465 -2.23428
H 2.99114 6.11583 -3.24290
H 1.46004 5.27101 -0.71116
H 1.17428 4.08595 -3.42000
H -0.12375 5.15676 -2.82342
H 0.16698 3.75689 -1.93727
H 2.23282 3.14163 -1.02182
C 4.45410 -4.72400 -0.66387
C 4.93439 -4.45126 -2.10577
C 5.46378 -5.73318 -2.73665
O 3.91085 -4.08372 -3.00479
H 3.79150 -3.91406 -0.35886
H 5.32645 -4.85893 -0.02441
H 3.80694 -5.58153 -0.47966
H 5.73187 -3.70822 -2.10621
H 4.75621 -6.56183 -2.76491
H 6.23199 -6.06335 -2.03742
H 5.94681 -5.59811 -3.70440
H 3.39163 -3.45420 -2.49910
C -6.22144 -0.13095 1.74510
C -6.14244 -1.33307 2.69237
C -7.50768 -2.08061 2.88285
O -5.32384 -2.28973 2.13589
H -6.44630 -0.37340 0.70647
H -5.34970 0.52329 1.73221
H -7.01825 0.51281 2.11761
H -5.70894 -1.06105 3.65475
H -7.44430 -2.98785 3.48368
H -7.87668 -2.35334 1.89412
H -8.25269 -1.48035 3.40510
H -4.55223 -1.79433 1.85163
C -0.33287 0.63273 5.64773
C 0.33465 2.07417 5.58412
C 1.83863 2.03987 5.78814
O 0.12485 2.62811 4.33422
H -0.20004 0.15079 6.61634
H 0.15231 -0.00402 4.90797
H -1.36582 0.67950 5.30286
H -0.22355 2.62016 6.34465
H 2.41155 2.96637 5.82645
H 2.28559 1.57515 4.90930
H 2.17115 1.46259 6.65086
H 0.49993 1.96288 3.75253
O -3.15600 0.28510 -4.19794
H -4.00280 0.72803 -4.14336
H -2.89838 0.14668 -3.28651
*
```

Results of the Löwdin charge analysis, in e, for atoms 1 through 8: 0.36, 0.16, 0.15, 0.16, 0.16, -0.73, -0.07, -0.09

---

Number 1: E_tot -10981.98856 eV, largest force on an atom 4.09 eV Å⁻¹. Number 2: E_tot -56967.75291 eV, largest force on an atom 4.65 eV Å⁻¹. Number 3: E_tot -8742.17914 eV, largest force on an atom 8.67 eV Å⁻¹. Number 4: E_tot -30667.60923 eV, largest force on an atom 2.60 eV Å⁻¹. Number 5: E_tot -116779.32931 eV, largest force on an atom 0.19 eV Å⁻¹. Number 6: E_tot -32412.49616 eV, largest force on an atom 5.73 eV Å⁻¹.